108
Properties=species:S:1:pos:R:3 method="wB97M-V/def2-TZVPD" e_above_lowest_kcal_mol=31.3
Sr -1.200 0.469 -0.490
C 4.320 0.842 -1.441
C 3.840 1.417 -2.770
S 2.051 1.243 -2.969
C 1.727 2.674 -4.038
C 0.270 3.124 -4.023
S -0.377 3.638 -2.422
C 0.467 5.222 -2.188
C 0.711 5.580 -0.724
S 1.626 4.376 0.263
C 3.113 4.199 -0.740
C 4.107 3.271 -0.048
S 3.598 1.538 0.062
H 5.406 0.946 -1.383
H 4.098 -0.227 -1.385
H 4.375 0.898 -3.569
H 4.112 2.473 -2.835
H 2.003 2.452 -5.072
H 2.376 3.488 -3.703
H -0.403 2.330 -4.336
H 0.155 3.942 -4.737
H -0.130 6.025 -2.625
H 1.419 5.202 -2.723
H -0.236 5.710 -0.198
H 1.231 6.540 -0.689
H 3.580 5.177 -0.890
H 2.833 3.785 -1.706
H 4.283 3.611 0.974
H 5.069 3.307 -0.564
N -2.070 -1.788 -1.699
C -2.496 -1.929 -3.099
C -1.526 -1.228 -4.053
C -1.533 0.264 -3.739
O -2.291 1.015 -4.375
O -0.815 0.628 -2.760
H -1.280 -2.399 -1.516
H -2.808 -2.089 -1.069
H -3.482 -1.466 -3.193
H -2.599 -2.981 -3.387
H -1.858 -1.384 -5.079
H -0.521 -1.638 -3.924
O -7.901 0.511 -0.718
C -6.689 -0.021 -0.395
O -6.614 -1.022 0.252
C -5.519 0.705 -0.938
C -5.356 1.224 -2.214
N -4.100 1.671 -2.304
N -3.419 1.463 -1.166
C -4.261 0.865 -0.328
C -3.782 0.477 1.080
O -4.378 0.944 2.036
O -2.751 -0.271 1.060
H -7.759 1.372 -1.131
H -6.020 1.261 -3.062
H -3.546 1.862 -3.145
C -1.140 -4.783 -0.220
C -0.582 -4.360 1.149
C -1.765 -4.029 2.066
C 0.188 -5.561 1.705
P 0.374 -2.776 0.850
C 1.789 -3.288 -0.193
C 1.850 -2.708 -1.460
C 2.871 -3.015 -2.350
C 3.859 -3.912 -1.977
C 3.827 -4.485 -0.712
C 2.806 -4.174 0.169
C 1.105 -2.161 2.463
C 1.525 -3.167 3.535
C 2.314 -1.303 2.082
C 0.037 -1.246 3.077
H -1.523 -5.803 -0.148
H -0.380 -4.775 -1.005
H -1.969 -4.149 -0.531
H -2.479 -4.856 2.039
H -2.285 -3.119 1.758
H -1.454 -3.902 3.103
H -0.520 -6.380 1.856
H 0.673 -5.372 2.656
H 0.939 -5.915 0.997
H 1.093 -1.989 -1.759
H 2.888 -2.545 -3.325
H 4.655 -4.162 -2.666
H 4.604 -5.176 -0.412
H 2.814 -4.616 1.157
H 2.289 -3.862 3.185
H 0.683 -3.737 3.922
H 1.950 -2.612 4.376
H 3.177 -1.907 1.800
H 2.597 -0.680 2.934
H 2.093 -0.634 1.247
H -0.883 -1.773 3.322
H -0.245 -0.437 2.406
H 0.430 -0.798 3.994
N -1.226 3.541 6.605
C -0.113 3.120 5.992
S 1.323 3.007 6.774
C -0.278 2.758 4.538
C 0.828 2.323 3.815
C 0.667 1.969 2.490
N -0.499 2.024 1.845
C -1.552 2.455 2.532
C -1.491 2.826 3.867
H -1.174 3.775 7.583
H -2.119 3.575 6.148
H 1.793 2.258 4.296
H 1.517 1.621 1.915
H -2.506 2.484 2.023
H -2.421 3.135 4.323

93
Properties=species:S:1:pos:R:3 method="wB97M-V/def2-TZVPD" e_above_lowest_kcal_mol=16.4
Ca -0.643 -0.562 0.340
C -3.108 -2.002 -1.893
C -3.860 -1.468 -0.662
C -3.563 -2.283 0.568
C -4.502 -3.185 1.054
C -4.179 -3.985 2.135
C -2.914 -3.879 2.689
C -2.038 -2.956 2.152
N -2.356 -2.153 1.130
N -1.691 -1.564 -1.996
C -1.596 -0.444 -2.946
C -2.402 0.761 -2.557
C -3.312 1.319 -3.444
C -3.993 2.470 -3.078
C -3.733 3.025 -1.839
C -2.818 2.393 -1.011
N -2.164 1.281 -1.348
C -0.849 -2.637 -2.576
C -0.502 -3.801 -1.673
C 0.824 -4.203 -1.562
C 1.133 -5.277 -0.752
C 0.103 -5.939 -0.103
C -1.187 -5.487 -0.296
N -1.495 -4.441 -1.064
H -3.640 -1.705 -2.806
H -3.122 -3.087 -1.839
H -4.928 -1.553 -0.871
H -3.655 -0.414 -0.479
H -5.474 -3.251 0.585
H -4.902 -4.685 2.536
H -2.608 -4.489 3.527
H -1.037 -2.853 2.548
H -1.917 -0.771 -3.946
H -0.549 -0.146 -3.008
H -3.481 0.855 -4.406
H -4.711 2.923 -3.749
H -4.235 3.922 -1.505
H -2.604 2.791 -0.031
H 0.085 -2.172 -2.895
H -1.332 -3.026 -3.487
H 1.606 -3.647 -2.062
H 2.161 -5.574 -0.600
H 0.300 -6.775 0.553
H -2.025 -5.976 0.191
F -1.506 3.473 3.619
C -2.683 2.972 3.261
F -3.518 3.042 4.286
F -3.169 3.714 2.256
S -2.511 1.233 2.678
O -1.560 1.339 1.582
O -3.837 0.822 2.343
N -1.956 0.535 3.963
S -0.608 -0.276 4.025
O -0.137 -0.697 2.721
O -0.654 -1.240 5.070
C 0.654 0.956 4.564
F 1.808 0.340 4.785
F 0.259 1.563 5.678
F 0.837 1.875 3.611
N 5.225 8.409 -1.343
C 4.749 7.364 -1.376
C 4.150 6.058 -1.418
C 4.909 4.932 -1.107
C 4.330 3.677 -1.142
C 2.995 3.550 -1.506
C 2.235 4.668 -1.827
C 2.810 5.924 -1.773
N 2.402 2.265 -1.542
C 3.001 1.084 -1.932
C 2.074 0.113 -1.735
N 0.917 0.666 -1.227
C 1.150 1.951 -1.124
H 5.946 5.047 -0.824
H 4.894 2.798 -0.864
H 1.205 4.550 -2.135
H 2.230 6.802 -2.020
H 4.010 1.051 -2.304
H 2.167 -0.948 -1.881
H 0.461 2.686 -0.740
O 2.522 -3.432 1.098
C 2.219 -2.278 0.823
O 1.102 -1.875 0.340
C 3.244 -1.177 1.044
C 2.859 0.096 1.459
C 3.798 1.101 1.624
C 5.137 0.846 1.348
C 5.528 -0.419 0.934
C 4.587 -1.432 0.800
H 1.814 0.273 1.679
H 3.490 2.079 1.977
H 5.878 1.625 1.482
H 6.573 -0.623 0.733
H 4.882 -2.433 0.511

46
Properties=species:S:1:pos:R:3 method="wB97M-V/def2-TZVPD" e_above_lowest_kcal_mol=83.7 smiles=CNC[C@H](N)CCO.O.O.O.O.O.O.O.O
C 0.778 0.019 3.667
N 2.129 -0.066 3.022
C 2.351 0.746 1.873
C 1.724 0.319 0.539
N 2.411 0.912 -0.597
C 0.147 0.610 0.480
C -0.747 -0.502 0.035
O -1.971 0.056 -0.260
H 0.502 0.993 4.054
H 0.044 -0.389 2.939
H 0.640 -0.715 4.582
H 3.027 -0.084 3.604
H 2.074 1.821 1.978
H 3.449 0.638 1.676
H 1.794 -0.873 0.401
H 1.872 0.710 -1.546
H 2.327 1.973 -0.534
H -0.070 0.953 1.445
H -0.189 1.415 -0.278
H -0.281 -1.091 -0.872
H -1.101 -1.335 0.751
H -2.151 0.125 -1.317
O -1.580 2.053 -3.841
H -1.366 2.673 -3.092
H -0.686 1.752 -3.975
O 0.318 -1.513 -2.964
H 0.741 -1.751 -2.112
H 0.738 -2.121 -3.542
O 1.429 -2.598 -0.784
H 1.741 -3.368 -1.141
H 1.249 -2.653 0.207
O -2.085 -0.288 -2.819
H -1.120 -0.522 -2.845
H -2.136 0.707 -3.055
O -1.000 3.459 -1.865
H -1.530 2.880 -1.234
H -1.051 4.275 -1.503
O 1.139 -3.039 1.827
H 1.696 -3.691 2.257
H 1.418 -2.162 2.261
O -2.048 2.592 0.309
H -2.877 2.541 0.848
H -2.030 1.650 0.021
O -3.523 -2.661 0.477
H -2.972 -2.353 1.155
H -3.224 -2.095 -0.232

11
Properties=species:S:1:pos:R:3 method="wB97M-V/def2-TZVPD" e_above_lowest_kcal_mol=41.0 charge=-1
C 0.017 0.241 0.277
O 0.179 2.484 -1.511
O 2.115 1.861 0.656
O 1.269 4.018 0.415
O -0.523 1.426 0.742
F 3.567 3.529 -0.734
P -0.288 2.828 -0.161
S 2.503 3.253 0.715
H 1.201 0.344 0.136
H -0.370 0.259 -0.716
H -0.294 -0.639 0.997

47
Properties=species:S:1:pos:R:3 method="wB97M-V/def2-TZVPD" charge=-1
O -0.083 -0.596 3.417
C -0.695 0.394 3.032
O -0.197 1.448 2.509
P -2.592 0.433 3.252
S -3.321 -1.159 2.391
H -3.177 1.585 2.665
H -2.797 0.488 4.665
C -1.945 -4.820 5.200
C -2.902 -3.969 5.981
O -4.107 -4.085 5.246
C -4.061 -5.312 4.652
O -5.001 -5.862 4.179
O -2.803 -5.832 4.676
F -2.512 -2.677 5.979
H -1.477 -4.275 4.377
H -1.164 -5.253 5.825
H -3.068 -4.302 7.010
C 0.306 0.468 -0.500
C -0.503 -0.790 -0.423
O -0.994 -0.934 -1.754
C -0.066 -0.352 -2.554
O -0.004 -0.513 -3.740
O 0.789 0.428 -1.852
F -1.548 -0.649 0.415
H -0.299 1.365 -0.356
H 1.121 0.481 0.210
H 0.070 -1.679 -0.147
C -0.920 2.434 -4.675
C 0.186 3.421 -4.899
O -0.476 4.669 -4.803
C -1.531 4.467 -3.958
O -2.146 5.340 -3.439
O -1.781 3.144 -3.782
F 0.710 3.302 -6.146
H -1.464 2.199 -5.593
H -0.567 1.506 -4.229
H 0.988 3.374 -4.158
C 5.978 1.268 -1.762
C 4.888 1.402 -2.787
O 3.782 0.791 -2.156
C 3.970 0.968 -0.814
O 3.128 0.825 0.006
O 5.253 1.339 -0.539
F 5.186 0.708 -3.915
H 6.493 0.307 -1.825
H 6.715 2.067 -1.829
H 4.637 2.434 -3.046

15
Properties=species:S:1:pos:R:3 method="wB97M-V/def2-TZVPD" e_above_lowest_kcal_mol=53.6 smiles=Cc1cnn(C)c1
C 2.185 -0.336 -0.183
C 0.857 0.205 0.217
C 0.389 1.523 0.504
N -0.907 1.568 0.742
N -1.331 0.227 0.713
C -2.151 -0.371 -0.486
C -0.225 -0.547 0.488
H 2.870 0.436 -0.535
H 2.073 -1.078 -0.985
H 2.632 -0.840 0.676
H 1.027 2.403 0.597
H -2.088 0.287 -1.356
H -3.147 -0.498 -0.103
H -1.823 -1.370 -0.863
H -0.360 -1.609 0.575

Number 1: M 931.8 u, largest force on an atom 1.47 eV/A, frontier orbital gap 7.7 eV. Number 2: M 914.9 u, largest force on an atom 0.42 eV/A, frontier orbital gap 8.3 eV. Number 3: M 262.3 u, largest force on an atom 4.59 eV/A, frontier orbital gap 9.3 eV. Number 4: M 161.1 u, largest force on an atom 2.99 eV/A, frontier orbital gap 8.2 eV. Number 5: M 533.3 u, largest force on an atom 3.20 eV/A, frontier orbital gap 6.4 eV. Number 6: M 96.1 u, largest force on an atom 1.62 eV/A, frontier orbital gap 9.9 eV.